(1)
DFT (wB97M-V/def2-TZVPD) results for a 2-piece molecular cluster, C6H9NO2 overall at a distorted geometry.

Results
E: -11951.2565 eV
Energy relative to the best compared isomer or geometry (same formula, charge and spin): 199.0 kJ/mol

Each line ends with the Löwdin charge.
CARTESIAN COORDINATES (ANGSTROEM)
C1 1.532 -1.405 0.442  -0.10
C2 -0.187 -0.871 -2.172  0.05
C3 -1.036 0.310 0.656  -0.35
C4 0.145 0.654 -0.167  -0.38
N1 0.042 1.819 -0.885  0.12
C5 1.232 -0.146 -0.309  -0.18
C6 -1.807 1.236 1.233  0.08
O1 -1.340 -0.998 0.850  0.05
O2 -0.508 -1.925 -1.840  0.02
H1 -0.915 -1.551 0.188  0.06
H2 -0.660 2.487 -0.623  0.08
H3 0.877 2.180 -1.314  0.10
H4 2.016 0.203 -0.969  0.11
H5 -1.588 2.277 1.204  0.05
H6 -2.659 0.933 1.816  0.07
H7 1.156 -2.286 -0.090  0.07
H8 1.089 -1.392 1.439  0.08
H9 2.612 -1.526 0.540  0.08

(2)
DFT (wB97M-V/def2-TZVPD) results for an isolated ion of composition C9H15F2N2OS and charge +1 at a distorted geometry.

Results
E: -30866.5328 eV
Net charge: +1
Energy relative to the best compared isomer or geometry (same formula, charge and spin): 0.0 kJ/mol

Each line ends with the Löwdin charge.
CARTESIAN COORDINATES (ANGSTROEM)
C1 0.666 -0.749 -0.936  -0.54
C2 -0.030 2.244 1.900  -0.14
C3 -0.940 2.072 0.670  -0.17
C4 -0.393 1.150 2.949  -0.14
C5 -0.885 0.792 0.034  -0.21
C6 -0.873 -0.350 1.167  -0.49
C7 1.756 -0.422 -3.066  -0.01
C8 1.935 -2.618 -1.842  -0.03
C9 -2.248 -1.037 1.289  -0.41
N1 0.257 0.500 -0.939  0.12
N2 1.431 -1.230 -1.905  -0.18
O1 -0.253 -0.143 2.352  -0.09
F1 -2.577 -1.444 0.046  0.04
F2 -3.087 -0.110 1.746  0.11
S1 0.140 -1.817 0.369  1.17
H1 1.107 2.253 1.688  0.15
H2 -0.245 3.260 2.278  0.12
H3 -1.881 2.102 1.186  0.12
H4 -0.900 3.001 0.036  0.15
H5 0.361 1.200 3.763  0.14
H6 -1.410 1.314 3.315  0.13
H7 -1.796 0.701 -0.627  0.18
H8 2.264 -1.183 -3.748  0.13
H9 0.787 0.075 -3.440  0.12
H10 2.485 0.343 -2.881  0.09
H11 1.632 -3.104 -0.871  0.06
H12 1.857 -3.205 -2.764  0.11
H13 2.980 -2.597 -1.971  0.08
H14 -2.248 -1.955 2.073  0.22
H15 0.107 0.957 -1.870  0.17

(3)
DFT (wB97M-V/def2-TZVPD) results for a 2-piece molecular cluster, C2H9NS2 overall at a distorted geometry.

Results
E: -25379.9796 eV
Energy relative to the best compared isomer or geometry (same formula, charge and spin): 70.9 kJ/mol
Structure (SMILES): CCN.SS

Each line ends with the Löwdin charge.
CARTESIAN COORDINATES (ANGSTROEM)
S1 -1.850 2.647 0.619  0.25
S2 -2.222 1.815 -1.266  0.25
H1 -2.905 2.060 1.201  -0.20
H2 -0.934 1.571 -1.540  -0.23
C1 0.530 0.145 0.760  -0.14
C2 0.651 -1.253 0.207  -0.37
N1 1.650 -1.490 -0.832  -0.02
H3 1.388 0.483 1.344  0.08
H4 -0.357 0.227 1.377  0.04
H5 0.477 0.826 -0.090  0.02
H6 -0.340 -1.612 -0.091  0.10
H7 0.869 -1.912 1.045  0.10
H8 1.445 -1.022 -1.712  0.06
H9 1.597 -2.486 -1.020  0.06

(4)
DFT (wB97M-V/def2-TZVPD) results for C37H32Br2FN12O12P2Ti as an isolated structure at a distorted geometry.

Results
Multiplicity: 2
E: -265847.4844 eV

Each line ends with the Mulliken spin population.
CARTESIAN COORDINATES (ANGSTROEM)
Ti1 -0.642 -1.259 0.073  0.86
N1 2.859 -1.732 -3.424  0.00
C1 2.515 -1.829 -1.952  0.00
C2 3.685 -2.400 -1.175  0.00
P1 1.028 -2.987 -1.951  0.00
O1 1.316 -4.128 -0.899  0.00
O2 1.048 -3.506 -3.353  0.00
O3 -0.229 -2.232 -1.563  0.01
P2 2.036 -0.075 -1.473  0.00
O4 3.167 0.370 -0.406  0.00
O5 2.166 0.691 -2.747  0.00
O6 0.738 0.006 -0.723  0.00
H1 2.220 -2.476 -3.869  0.00
H2 3.838 -1.916 -3.615  0.00
H3 2.613 -0.759 -3.709  0.00
H4 3.828 -3.456 -1.412  0.00
H5 3.489 -2.323 -0.112  0.00
H6 4.606 -1.850 -1.389  0.00
H7 0.636 -4.124 -0.189  0.00
H8 3.931 0.781 -0.833  0.00
C3 2.162 1.616 3.989  0.00
N2 0.972 1.332 3.201  0.00
C4 0.913 0.692 2.027  0.01
N3 -0.320 0.735 1.552  0.00
C5 -0.985 1.437 2.512  0.00
N4 -0.241 1.816 3.521  0.00
C6 3.292 2.120 3.111  0.00
C7 4.617 1.810 3.386  0.00
C8 5.630 2.254 2.544  0.00
C9 5.335 2.973 1.399  0.00
C10 4.006 3.272 1.112  0.00
C11 3.001 2.877 1.986  0.00
C12 3.618 3.938 -0.122  0.00
N5 4.341 4.623 -0.948  0.00
N6 3.506 5.059 -1.943  0.00
C13 2.323 4.609 -1.666  0.00
O7 2.325 3.883 -0.526  0.00
C14 1.082 4.849 -2.389  0.00
C15 0.952 6.029 -3.112  0.00
C16 -0.240 6.301 -3.758  0.00
C17 -1.292 5.405 -3.682  0.00
C18 -1.164 4.213 -2.974  0.00
C19 -2.375 3.296 -2.954  0.00
N7 -2.161 1.971 -2.412  0.00
C20 -2.010 1.551 -1.151  0.00
N8 -1.850 0.242 -1.131  -0.01
C21 -1.904 -0.096 -2.455  0.01
N9 -2.087 0.923 -3.251  0.00
C22 0.030 3.931 -2.327  0.00
H9 2.467 0.712 4.520  0.00
H10 1.869 2.363 4.725  0.00
H11 1.769 0.270 1.530  0.00
H12 -2.035 1.674 2.456  0.00
H13 4.864 1.216 4.258  0.00
H14 6.658 2.009 2.774  0.00
H15 6.114 3.295 0.721  0.00
H16 1.982 3.148 1.749  0.00
H17 1.784 6.720 -3.142  0.00
H18 -0.355 7.220 -4.317  0.00
H19 -2.225 5.626 -4.188  0.00
H20 -2.711 3.129 -3.975  0.00
H21 -3.184 3.780 -2.404  0.00
H22 -2.040 2.203 -0.294  0.00
H23 -1.788 -1.099 -2.820  0.00
H24 0.177 3.000 -1.793  0.00
Br1 3.417 -3.001 2.472  0.00
C23 1.686 -2.612 3.122  0.04
C24 1.470 -2.706 4.500  -0.02
C25 0.248 -2.399 5.041  0.03
Br2 0.035 -2.510 6.925  0.00
C26 -0.829 -1.990 4.227  -0.02
C27 -2.116 -1.633 4.670  0.04
C28 -3.051 -1.245 3.739  -0.02
C29 -2.722 -1.193 2.390  0.05
N10 -1.514 -1.502 1.939  -0.02
C30 -0.585 -1.912 2.837  0.02
C31 0.681 -2.204 2.254  -0.01
O8 0.786 -2.037 0.957  -0.03
H25 2.280 -3.026 5.140  0.00
H26 -2.357 -1.672 5.723  0.00
H27 -4.048 -0.974 4.060  0.00
H28 -3.441 -0.899 1.636  0.01
F1 -5.717 -1.304 -3.311  0.00
C32 -5.691 -2.317 -2.432  0.00
C33 -4.529 -2.889 -2.093  0.00
N11 -4.456 -3.922 -1.194  0.00
C34 -3.167 -4.478 -0.804  0.00
C35 -2.203 -3.465 -0.178  0.01
O9 -1.209 -3.915 0.404  0.01
O10 -2.443 -2.224 -0.335  0.00
C36 -5.599 -4.446 -0.605  0.00
O11 -5.584 -5.355 0.198  0.00
N12 -6.772 -3.838 -1.005  0.00
C37 -6.957 -2.771 -1.888  0.00
O12 -8.059 -2.336 -2.130  0.00
H29 -3.600 -2.548 -2.517  0.00
H30 -2.656 -4.906 -1.671  0.00
H31 -3.354 -5.274 -0.091  0.00
H32 -7.613 -4.220 -0.599  0.00

(5)
DFT (wB97M-V/def2-TZVPD) results for the molecule C4H5NO3 at a distorted geometry.

Results
E: -11859.1026 eV
Energy relative to the best compared isomer or geometry (same formula, charge and spin): 279.7 kJ/mol
Structure (SMILES): N#CC1OCOCO1

Each line ends with the Löwdin charge.
CARTESIAN COORDINATES (ANGSTROEM)
C1 0.500 -1.558 1.058  -0.09
C2 0.649 -0.164 0.582  -0.35
C3 0.631 1.231 -1.124  -0.23
C4 -1.474 0.630 -0.252  -0.14
H1 1.275 0.468 1.235  0.17
H2 1.258 1.546 -1.973  0.16
H3 0.748 1.838 -0.133  0.16
H4 -1.898 -0.309 -0.633  0.14
H5 -2.346 1.301 0.117  0.17
N1 0.303 -2.630 1.425  0.18
O1 0.960 -0.112 -0.767  -0.01
O2 -0.701 1.219 -1.364  -0.06
O3 -0.633 0.485 0.860  -0.09

(6)
DFT (wB97M-V/def2-TZVPD) results for a 4-piece molecular cluster, C2H9NO5 overall at a distorted geometry.

Results
E: -13945.6422 eV
Energy relative to the best compared isomer or geometry (same formula, charge and spin): 242.7 kJ/mol
Structure (SMILES): O=CNC=O.O.O.O

Each line ends with the Löwdin charge.
CARTESIAN COORDINATES (ANGSTROEM)
O1 -0.824 -1.651 -2.294  0.05
C1 -1.072 -1.916 -1.126  -0.34
N1 -1.356 -1.037 -0.087  0.05
C2 -1.435 0.370 0.031  -0.26
O2 -1.160 0.932 -0.979  0.05
H1 -0.934 -3.023 -0.799  0.17
H2 -1.228 -1.475 0.781  0.10
H3 -1.911 0.858 1.009  0.18
H4 1.484 1.165 2.926  0.08
H5 0.780 2.135 1.808  0.01
O3 0.897 1.982 2.755  -0.10
H6 1.457 -0.504 0.009  0.11
H7 0.822 -1.994 -0.620  0.04
O4 1.093 -1.477 0.202  -0.13
H8 0.645 1.208 -1.343  -0.05
H9 1.427 2.713 -1.319  0.14
O5 1.314 1.715 -0.953  -0.10

Q: Which of these has the highest E?
A: C4H5NO3

Q: Among the records above, which one has the highest E?
A: C4H5NO3

Q: Among the records above, which one has the lowest E?
A: C37H32Br2FN12O12P2Ti

Q: What is the E in the fourth record?
A: -265847.4844 eV